241
Properties=species:S:1:pos:R:3:lowdin_charge:R:1 method="wB97M-V/def2-TZVPD" multiplicity=1 charge=+4 lumo_ev=-5.4
C -3.456 -9.457 -4.753 -0.06
C -3.007 -10.829 -4.171 -0.21
C -3.383 -10.874 -2.678 -0.12
N -3.165 -12.261 -2.094 -0.28
C -4.230 -13.140 -2.635 0.01
C -3.237 -12.231 -0.577 -0.08
C -2.637 -13.605 -0.182 -0.13
C -1.598 -13.834 -1.299 -0.12
C -1.807 -12.829 -2.475 -0.06
H -3.412 -9.446 -5.808 0.06
H -3.007 -8.607 -4.251 0.06
H -4.556 -9.341 -4.532 0.10
H -1.937 -10.983 -4.226 0.10
H -3.380 -11.646 -4.767 0.10
H -4.392 -10.588 -2.561 0.12
H -2.734 -10.174 -2.128 0.12
H -4.153 -14.144 -2.270 0.10
H -4.263 -13.205 -3.710 0.10
H -5.227 -12.713 -2.349 0.14
H -4.320 -12.082 -0.224 0.17
H -2.660 -11.328 -0.346 0.13
H -3.510 -14.279 -0.226 0.12
H -2.244 -13.611 0.816 0.11
H -1.870 -14.783 -1.741 0.11
H -0.576 -13.907 -0.952 0.12
H -1.777 -13.239 -3.466 0.13
H -1.128 -12.004 -2.434 0.12
C 6.897 1.876 -1.290 -0.12
C 6.063 2.478 -2.321 -0.27
C 6.612 2.136 -3.748 -0.05
N 6.045 3.125 -4.822 -0.22
C 4.571 3.056 -4.880 -0.01
C 6.544 2.823 -6.265 -0.08
C 6.567 4.148 -6.962 -0.17
C 7.068 5.100 -5.933 -0.13
C 6.437 4.562 -4.592 -0.08
H 7.897 2.306 -1.392 0.09
H 6.983 0.810 -1.337 0.08
H 6.630 2.149 -0.273 0.09
H 6.067 3.602 -2.161 0.12
H 4.989 2.189 -2.127 0.11
H 6.408 1.109 -3.994 0.12
H 7.693 2.312 -3.778 0.14
H 4.240 3.596 -4.029 0.09
H 4.165 2.061 -4.838 0.08
H 4.107 3.580 -5.682 0.10
H 5.903 2.052 -6.705 0.15
H 7.501 2.372 -6.214 0.12
H 5.554 4.378 -7.205 0.11
H 7.156 4.024 -7.848 0.13
H 6.752 6.101 -6.100 0.10
H 8.175 5.159 -6.016 0.14
H 5.470 5.134 -4.336 0.15
H 7.113 4.682 -3.761 0.12
C -7.485 -1.738 12.242 -0.08
C -7.268 -0.636 11.180 -0.23
C -7.178 -1.313 9.828 -0.12
N -6.790 -0.365 8.702 -0.26
C -7.617 0.861 8.670 0.02
C -6.843 -1.035 7.330 -0.09
C -5.921 -0.253 6.417 -0.14
C -4.960 0.516 7.375 -0.12
C -5.377 0.171 8.786 -0.10
H -6.634 -2.381 12.424 0.08
H -8.296 -2.397 11.890 0.09
H -7.796 -1.292 13.161 0.08
H -6.409 -0.113 11.565 0.11
H -8.144 0.028 11.214 0.12
H -8.189 -1.773 9.732 0.15
H -6.466 -2.153 9.693 0.15
H -7.346 1.462 7.780 0.13
H -7.605 1.371 9.607 0.10
H -8.588 0.492 8.409 0.11
H -7.874 -0.971 6.898 0.15
H -6.497 -2.064 7.351 0.13
H -6.491 0.442 5.829 0.11
H -5.434 -0.892 5.702 0.09
H -5.087 1.585 7.253 0.12
H -3.959 0.148 7.213 0.10
H -5.239 1.016 9.415 0.13
H -4.822 -0.639 9.243 0.14
C 3.448 7.456 3.481 -0.08
C 3.410 9.035 3.514 -0.19
C 4.206 9.524 2.266 -0.12
N 4.312 11.063 2.082 -0.27
C 2.875 11.650 2.135 0.05
C 4.955 11.302 0.723 -0.12
C 5.512 12.673 0.822 -0.19
C 5.948 12.927 2.278 -0.08
C 5.228 11.744 3.036 -0.09
H 3.188 6.930 4.432 0.09
H 4.490 7.171 3.305 0.07
H 2.877 7.057 2.617 0.05
H 3.930 9.428 4.437 0.12
H 2.376 9.463 3.575 0.11
H 3.707 9.223 1.354 0.10
H 5.248 9.211 2.262 0.13
H 2.151 11.123 1.448 0.11
H 3.027 12.660 1.658 0.12
H 2.469 11.606 3.126 0.09
H 4.219 10.964 -0.063 0.16
H 5.807 10.625 0.670 0.14
H 4.770 13.379 0.446 0.11
H 6.263 12.939 0.077 0.13
H 5.736 13.915 2.638 0.11
H 7.036 12.715 2.304 0.13
H 4.647 12.096 3.966 0.16
H 5.853 10.962 3.411 0.12
C 1.726 11.461 -3.084 -0.08
O 0.418 10.940 -3.249 -0.18
C -0.133 10.607 -2.039 -0.23
C -1.292 9.626 -2.306 -0.07
N -0.718 8.458 -2.940 0.03
H -0.217 8.730 -3.760 0.15
H -0.021 8.148 -2.315 0.09
C -1.546 7.328 -3.360 -0.07
C -0.735 6.550 -4.378 -0.22
O -0.002 7.361 -5.236 -0.19
C 0.391 6.722 -6.446 -0.06
H 2.339 10.538 -2.701 0.12
H 1.769 12.103 -2.202 0.08
H 2.184 11.943 -3.961 0.10
H -0.588 11.533 -1.607 0.15
H 0.568 10.180 -1.309 0.11
H -1.904 10.136 -3.015 0.14
H -1.709 9.314 -1.421 0.10
H -2.522 7.722 -3.735 0.16
H -1.766 6.693 -2.503 0.14
H -1.337 5.827 -4.888 0.12
H -0.041 5.930 -3.819 0.13
H 0.674 7.455 -7.216 0.11
H -0.455 6.192 -6.872 0.09
H 1.213 6.063 -6.198 0.09
C -0.182 -5.495 -7.324 -0.05
O 0.699 -5.295 -6.184 -0.22
C 0.253 -4.279 -5.271 -0.16
C 1.123 -4.490 -3.998 -0.06
N 2.557 -4.752 -4.453 0.07
H 2.551 -5.447 -5.210 0.16
H 2.889 -3.883 -4.803 0.11
C 3.513 -5.388 -3.430 -0.04
C 4.855 -5.612 -4.157 -0.22
O 4.684 -6.658 -5.085 -0.20
C 5.897 -7.029 -5.780 -0.06
H -0.121 -4.730 -8.019 0.06
H -1.196 -5.590 -6.960 0.08
H 0.063 -6.464 -7.847 0.11
H -0.886 -4.459 -5.079 0.16
H 0.450 -3.270 -5.694 0.13
H 0.801 -5.328 -3.359 0.10
H 1.234 -3.659 -3.325 0.11
H 3.058 -6.298 -3.194 0.12
H 3.662 -4.680 -2.659 0.11
H 5.579 -5.885 -3.369 0.14
H 5.267 -4.688 -4.583 0.13
H 6.084 -6.324 -6.609 0.10
H 5.673 -8.016 -6.185 0.09
H 6.724 -7.082 -5.060 0.09
C -5.123 -2.728 0.561 -0.09
O -3.996 -3.152 1.269 -0.20
C -3.738 -4.513 1.242 -0.22
C -2.601 -4.822 2.191 -0.06
N -2.986 -4.425 3.633 0.04
H -2.079 -4.473 4.211 0.17
H -3.342 -3.453 3.668 0.12
C -3.926 -5.397 4.327 -0.09
C -3.676 -5.063 5.811 -0.21
O -2.253 -5.078 6.016 -0.23
C -1.836 -6.120 6.999 -0.01
H -5.322 -1.759 0.891 0.07
H -5.933 -3.557 0.748 0.13
H -5.075 -2.570 -0.518 0.09
H -3.370 -4.728 0.254 0.11
H -4.674 -5.099 1.527 0.15
H -1.708 -4.234 1.940 0.10
H -2.253 -5.863 2.175 0.14
H -3.517 -6.415 4.098 0.15
H -4.983 -5.223 4.021 0.14
H -4.278 -5.770 6.461 0.14
H -4.017 -3.955 5.950 0.14
H -1.659 -7.070 6.484 0.10
H -2.632 -6.105 7.723 0.07
H -0.950 -5.766 7.548 0.10
C -1.267 3.678 1.746 -0.05
C -0.331 2.558 1.202 -0.18
C -1.116 1.362 0.678 -0.13
N -0.287 0.196 0.217 -0.26
C 0.627 -0.372 1.263 -0.11
C 1.136 -1.683 0.861 -0.19
C 0.123 -2.753 0.642 -0.15
C -0.811 -2.203 -0.469 -0.15
C -1.329 -0.847 -0.085 -0.12
C 0.386 0.521 -1.056 0.03
H -2.189 3.677 1.173 0.07
H -0.763 4.650 1.619 0.06
H -1.547 3.537 2.744 0.06
H 0.251 2.168 2.023 0.10
H 0.357 2.975 0.501 0.09
H -1.804 1.546 -0.133 0.13
H -1.661 0.936 1.505 0.11
H 0.030 -0.377 2.218 0.14
H 1.437 0.313 1.458 0.13
H 1.932 -2.092 1.559 0.16
H 1.836 -1.571 0.053 0.12
H -0.448 -3.003 1.550 0.09
H 0.576 -3.723 0.300 0.14
H -1.621 -2.846 -0.636 0.08
H -0.318 -2.161 -1.432 0.11
H -2.011 -0.969 0.746 0.12
H -1.834 -0.395 -0.950 0.15
H 1.425 0.826 -0.851 0.13
H -0.197 1.321 -1.475 0.11
H 0.276 -0.291 -1.743 0.08
P 3.575 -0.835 -4.182 0.16
F 2.259 -0.912 -3.280 -0.16
F 4.138 0.260 -3.108 -0.17
F 4.126 -2.192 -3.335 -0.20
F 4.944 -0.776 -5.027 -0.14
F 2.924 -1.875 -5.171 -0.14
F 2.959 0.378 -5.035 -0.15
P -2.091 -0.831 4.529 0.20
F -3.516 -1.810 4.495 -0.23
F -2.061 -0.985 6.159 -0.16
F -1.158 -2.126 4.330 -0.14
F -0.884 0.170 4.553 -0.11
F -2.162 -0.744 2.912 -0.17
F -3.036 0.454 4.683 -0.14
P 1.028 7.312 0.072 0.18
F 0.621 5.859 -0.539 -0.17
F 0.428 6.895 1.539 -0.15
F 2.558 6.718 0.382 -0.18
F 1.436 8.702 0.635 -0.12
F 1.530 7.729 -1.376 -0.15
F -0.451 7.899 -0.396 -0.17
P -1.256 -6.933 -1.625 0.14
F -0.889 -7.156 -0.084 -0.15
F 0.275 -6.746 -1.942 -0.14
F -1.199 -8.515 -1.908 -0.16
F -1.637 -6.641 -3.187 -0.17
F -2.823 -7.106 -1.298 -0.17
F -1.410 -5.285 -1.309 -0.21

89
Properties=species:S:1:pos:R:3:lowdin_charge:R:1 method="wB97M-V/def2-TZVPD" multiplicity=1 de_lowest_kcal_mol=0.00 charge=-2 lumo_ev=4.3
Tl 2.909 -0.300 1.411 0.58
S 6.133 -1.067 -0.747 0.33
C 4.721 -1.660 -1.473 -1.22
N 3.481 -1.570 -1.060 -0.06
C 2.577 -2.110 -1.957 -0.32
C 1.194 -2.128 -1.778 -0.02
C 0.394 -2.666 -2.772 -0.10
C 0.946 -3.195 -3.941 -0.13
C 2.322 -3.201 -4.122 -0.13
C 3.128 -2.660 -3.129 -0.51
S 4.851 -2.494 -3.056 0.92
H 0.774 -1.746 -0.854 0.06
H -0.683 -2.669 -2.641 0.09
H 0.300 -3.607 -4.708 0.08
H 2.760 -3.614 -5.024 0.09
N 2.022 1.679 0.550 -0.42
P 1.414 2.133 -0.774 0.66
C 2.030 1.424 -2.352 -0.29
C 3.414 1.310 -2.481 -0.09
C 3.975 0.764 -3.624 -0.11
C 3.151 0.302 -4.646 -0.11
C 1.774 0.398 -4.522 -0.10
C 1.216 0.960 -3.379 -0.09
C 1.668 3.939 -1.105 -0.28
C 1.644 4.525 -2.369 -0.09
C 1.858 5.889 -2.521 -0.11
C 2.106 6.682 -1.408 -0.12
C 2.148 6.104 -0.146 -0.10
C 1.937 4.739 0.001 -0.09
C -0.411 1.957 -0.987 -0.28
C -1.269 2.974 -1.403 -0.09
C -2.637 2.745 -1.518 -0.11
C -3.157 1.490 -1.236 -0.11
C -2.312 0.473 -0.810 -0.07
C -0.952 0.708 -0.669 -0.08
H 4.053 1.614 -1.659 0.11
H 5.050 0.653 -3.692 0.10
H 3.587 -0.167 -5.520 0.10
H 1.129 0.002 -5.297 0.10
H 0.138 1.010 -3.280 0.10
H 1.466 3.905 -3.241 0.10
H 1.841 6.333 -3.510 0.09
H 2.277 7.746 -1.526 0.09
H 2.356 6.717 0.724 0.09
H 1.994 4.249 0.968 0.09
H -0.876 3.955 -1.638 0.09
H -3.292 3.550 -1.835 0.09
H -4.222 1.306 -1.328 0.09
H -2.716 -0.501 -0.562 0.08
H -0.308 -0.073 -0.274 0.07
O 0.559 -1.449 1.273 -0.74
P -0.329 -1.705 2.521 0.80
C -1.996 -2.091 1.758 -0.33
C -2.085 -2.887 0.613 -0.10
C -3.305 -3.109 -0.004 -0.11
C -4.465 -2.534 0.516 -0.13
C -4.388 -1.740 1.650 -0.11
C -3.156 -1.520 2.264 -0.11
C 0.035 -3.483 2.966 -0.35
C -0.636 -4.135 4.000 -0.12
C -0.336 -5.448 4.330 -0.13
C 0.657 -6.131 3.634 -0.13
C 1.341 -5.487 2.612 -0.10
C 1.033 -4.171 2.282 -0.09
C -1.602 1.869 3.341 -0.27
C -2.196 1.508 4.547 -0.07
C -3.577 1.423 4.674 -0.12
C -4.396 1.695 3.588 -0.13
C -3.817 2.039 2.372 -0.10
C -2.438 2.123 2.251 -0.03
H -1.175 -3.319 0.208 0.10
H -3.359 -3.726 -0.894 0.09
H -5.419 -2.699 0.029 0.09
H -5.282 -1.272 2.049 0.09
H -3.092 -0.879 3.137 0.08
H -1.411 -3.604 4.547 0.09
H -0.874 -5.944 5.131 0.08
H 0.897 -7.156 3.891 0.08
H 2.119 -6.010 2.067 0.09
H 1.556 -3.653 1.485 0.09
H -1.562 1.279 5.396 0.10
H -4.013 1.131 5.623 0.09
H -5.473 1.618 3.681 0.09
H -4.436 2.225 1.503 0.09
H -1.996 2.378 1.294 0.10
C -0.112 1.986 3.189 -0.06
H 0.410 1.677 4.094 0.07
H 0.171 3.014 2.949 0.08
H 0.246 1.381 2.353 0.02

45
Properties=species:S:1:pos:R:3:nbo_charge:R:1 method="wB97M-V/def2-TZVPD" multiplicity=4 de_lowest_kcal_mol=0.00 charge=-1 lumo_ev="2.9 / 2.8"
Ti 8.296 31.972 -1.352 0.76
B 7.715 33.483 -3.139 -0.80
H 8.850 33.452 -2.989 -0.02
H 7.368 32.470 -3.601 -0.02
H 7.208 33.694 -2.133 -0.04
H 7.434 34.364 -3.840 0.01
B 7.744 29.500 -1.441 -0.76
H 8.694 28.938 -1.818 -0.04
H 7.395 30.243 -2.237 -0.07
H 6.907 28.705 -1.299 0.01
H 7.899 29.995 -0.417 -0.04
C 12.264 29.213 -0.524 -0.62
C 12.120 30.603 -1.207 -0.09
C 13.318 31.085 -1.957 -0.07
O 14.480 31.091 -1.155 -0.54
C 14.767 32.305 -0.523 -0.24
N 10.899 30.642 -2.011 -0.86
H 11.312 28.872 -0.123 0.22
H 12.974 29.319 0.303 0.20
H 12.678 28.408 -1.142 0.19
H 11.940 31.173 -0.287 0.19
H 13.157 32.071 -2.420 0.18
H 13.523 30.511 -2.870 0.17
H 14.852 33.148 -1.217 0.16
H 15.714 32.173 0.004 0.18
H 14.035 32.565 0.254 0.17
H 11.111 30.481 -2.994 0.35
H 10.232 29.896 -1.824 0.41
C 6.729 35.084 1.752 -0.62
C 7.525 34.413 0.601 -0.08
C 8.965 34.827 0.662 -0.10
O 9.179 36.146 0.182 -0.54
C 10.581 36.373 0.145 -0.25
N 7.442 32.946 0.760 -0.85
H 5.660 34.886 1.659 0.20
H 6.845 36.171 1.722 0.21
H 7.108 34.742 2.719 0.19
H 6.948 34.740 -0.260 0.23
H 9.658 34.112 0.196 0.21
H 9.313 34.746 1.710 0.14
H 10.753 37.399 -0.191 0.18
H 11.049 35.745 -0.615 0.19
H 10.954 36.296 1.170 0.16
H 7.878 32.635 1.624 0.37
H 6.458 32.715 0.895 0.36

20
Properties=species:S:1:pos:R:3:nbo_charge:R:1 method="wB97M-V/def2-TZVPD" multiplicity=1 de_lowest_kcal_mol=104.68 lumo_ev=0.3
C -0.815 -1.363 0.472 -0.79
S -0.085 0.161 1.185 1.19
O -0.615 1.241 0.207 -0.99
C -1.284 0.343 2.657 -0.78
H -1.778 -1.148 0.009 0.25
H -0.826 -2.159 1.217 0.23
H -0.138 -1.665 -0.327 0.22
H -2.283 0.697 2.402 0.24
H -0.865 1.062 3.362 0.23
H -1.338 -0.572 3.245 0.22
C 1.863 -0.279 -0.568 -0.83
S 1.742 0.414 -2.270 1.15
O 1.500 -0.589 -3.421 -0.96
C 0.013 1.166 -1.888 -0.75
H 2.868 -0.696 -0.499 0.24
H 1.126 -1.076 -0.470 0.20
H 1.863 0.567 0.118 0.24
H -0.720 0.368 -1.768 0.20
H -0.441 1.775 -2.670 0.22
H 0.215 1.753 -0.992 0.27

7
Properties=species:S:1:pos:R:3:nbo_charge:R:1 method="wB97M-V/def2-TZVPD" multiplicity=1 charge=+1 lumo_ev="-7.4 / -7.2"
O -0.386 -0.795 1.589 -0.39
C -0.635 -0.312 0.502 0.60
C -0.980 0.421 -0.493 -0.39
O -0.562 0.802 -1.762 -0.80
Lu -2.578 1.363 -1.888 1.98
H 2.674 -0.569 0.697 -0.01
H 2.467 -0.909 1.355 0.01

20
Properties=species:S:1:pos:R:3:nbo_charge:R:1 method="wB97M-V/def2-TZVPD" multiplicity=1 de_lowest_kcal_mol=61.45 lumo_ev=0.6
H 0.346 2.433 1.495 0.32
N 1.243 2.224 1.049 -0.58
C 1.109 1.638 -0.063 0.10
C -0.132 1.197 -0.745 -0.06
C -1.266 0.982 -0.031 -0.40
C 0.061 0.581 -2.047 -0.68
H 2.036 1.345 -0.560 0.17
H -1.361 1.292 1.000 0.19
H -2.183 0.701 -0.526 0.21
H 0.249 -0.630 -1.703 0.30
H -0.851 0.477 -2.631 0.22
H 0.842 1.035 -2.653 0.22
H 1.132 -2.006 -0.550 0.34
N 0.136 -1.864 -0.723 -0.68
C -0.517 -1.599 0.363 0.17
C 0.078 -1.537 1.737 -0.69
H -1.596 -1.690 0.303 0.18
H -0.011 -2.510 2.224 0.23
H 1.131 -1.262 1.707 0.22
H -0.446 -0.807 2.353 0.23

7
Properties=species:S:1:pos:R:3:nbo_charge:R:1 method="wB97M-V/def2-TZVPD" multiplicity=1 de_lowest_kcal_mol=15.80 smiles="C=C(Cl)C#N" lumo_ev=-0.1
C -1.033 0.581 0.161 -0.35
C 0.202 0.016 0.243 -0.15
Cl 1.266 0.151 1.602 0.04
C 0.907 -0.734 -0.722 0.21
N 1.559 -1.374 -1.401 -0.25
H -1.573 1.157 0.969 0.26
H -1.327 0.203 -0.852 0.24

33
Properties=species:S:1:pos:R:3:nbo_charge:R:1 method="wB97M-V/def2-TZVPD" multiplicity=1 lumo_ev=0.2
Ag -0.455 -0.194 0.623 0.65
C -2.815 2.244 3.555 -0.81
S -1.624 1.569 2.333 1.26
C -2.150 2.645 0.945 -0.81
O -2.158 0.225 1.999 -1.00
H -3.822 2.224 3.160 0.23
H -2.511 3.258 3.791 0.23
H -2.755 1.630 4.449 0.24
H -1.670 3.609 1.078 0.23
H -3.230 2.751 0.919 0.23
H -1.808 2.184 0.018 0.25
C 3.259 0.715 1.931 -0.73
C 2.237 1.566 1.241 0.65
C 2.755 2.526 0.213 -0.73
O 1.046 1.466 1.487 -0.64
H 3.981 0.343 1.211 0.24
H 2.766 -0.122 2.421 0.24
H 3.795 1.301 2.676 0.24
H 3.621 3.068 0.584 0.23
H 1.970 3.212 -0.097 0.23
H 3.065 1.942 -0.652 0.26
Se 1.107 -0.787 -1.158 -0.45
C 0.275 -2.199 -2.153 -0.14
C 1.033 -2.976 -3.019 -0.26
C 0.435 -4.011 -3.714 -0.20
C -0.920 -4.261 -3.578 -0.24
C -1.678 -3.476 -2.724 -0.20
C -1.082 -2.455 -2.007 -0.25
H 2.087 -2.777 -3.128 0.21
H 1.035 -4.634 -4.362 0.21
H -1.386 -5.071 -4.123 0.21
H -2.736 -3.665 -2.613 0.21
H -1.666 -1.850 -1.306 0.21

19
Properties=species:S:1:pos:R:3:nbo_charge:R:1 method="wB97M-V/def2-TZVPD" multiplicity=1 de_lowest_kcal_mol=9.90 smiles=C[C@@H]1OCC[C@@H]1C lumo_ev=1.1
C -0.577 0.529 -1.661 -0.65
C -0.008 -0.665 -0.891 0.10
O -1.080 -1.459 -0.401 -0.53
C -1.568 -0.815 0.773 -0.08
C -0.399 0.023 1.333 -0.44
C 0.765 -0.329 0.400 -0.23
C 1.873 0.710 0.310 -0.61
H -1.136 1.197 -0.993 0.20
H 0.204 1.116 -2.150 0.21
H -1.285 0.197 -2.430 0.23
H 0.626 -1.295 -1.523 0.19
H -2.431 -0.177 0.530 0.17
H -1.908 -1.596 1.463 0.19
H -0.602 1.096 1.247 0.20
H -0.179 -0.199 2.380 0.22
H 1.205 -1.280 0.728 0.21
H 2.272 0.933 1.305 0.21
H 2.715 0.361 -0.301 0.21
H 1.513 1.651 -0.119 0.20

10
Properties=species:S:1:pos:R:3:nbo_charge:R:1 method="wB97M-V/def2-TZVPD" multiplicity=1 de_lowest_kcal_mol=226.75 lumo_ev=-0.9
C 0.662 -1.603 -0.813 -0.68
C -0.010 -0.323 -0.333 0.48
H -0.272 -2.055 -2.151 0.31
H 0.434 -2.619 0.495 0.27
H 2.264 -1.045 -1.145 0.23
H 1.416 0.310 1.188 0.39
H -1.011 1.593 0.658 0.50
N 0.405 0.307 0.770 -0.31
O -1.099 0.108 -0.720 -0.65
O -0.099 1.546 1.025 -0.55

Number 1: electronic energy -6983.2879 Ha. Number 2: electronic energy -3535.3541 Ha. Number 3: electronic energy -1481.7886 Ha. Number 4: electronic energy -1106.2745 Ha. Number 5: electronic energy -1462.9472 Ha. Number 6: electronic energy -345.2299 Ha. Number 7: electronic energy -630.4037 Ha. Number 8: electronic energy -3526.3725 Ha. Number 9: electronic energy -311.0435 Ha. Number 10: electronic energy -284.1060 Ha.